{"formula": "C30H33CoF6N6O5S3Te", "method": "ωB97M-V with the def2-TZVPD basis set", "mol_weight_g_mol": 954.35, "orbital_gap_ev": [8.1846, 8.3358], "total_energy_ha": -5312.047588, "spin_multiplicity": 2, "total_charge": 1, "relative_energy_kcal_mol": 0.0, "species": ["Co", "F", "C", "F", "F", "S", "O", "O", "N", "S", "O", "O", "C", "F", "F", "F", "C", "C", "N", "N", "C", "S", "N", "N", "H", "H", "H", "H", "H", "H", "C", "C", "C", "C", "C", "C", "Te", "N", "C", "O", "C", "C", "C", "C", "C", "C", "C", "C", "C", "C", "C", "C", "C", "C", "C", "C", "C", "C", "H", "H", "H", "H", "H", "H", "H", "H", "H", "H", "H", "H", "H", "H", "H", "H", "H", "H", "H", "H", "H", "H", "H", "H", "H", "H", "H"], "xyz": [[1.100168, -1.638054, -1.145470], [2.229014, 2.427917, -3.567898], [1.461586, 1.624910, -4.283365], [0.198303, 2.019974, -4.199457], [1.852748, 1.627575, -5.543089], [1.544195, -0.088076, -3.612948], [1.116490, 0.069135, -2.211812], [0.684728, -0.922831, -4.405582], [3.081743, -0.366596, -3.734552], [3.666514, -1.681039, -3.102396], [5.028879, -1.541639, -2.741298], [2.749315, -2.268411, -2.114863], [3.620592, -2.948475, -4.460613], [4.478124, -3.913565, -4.181827], [3.922357, -2.389079, -5.616560], [2.388843, -3.478413, -4.542904], [-1.431720, -5.383546, -3.789178], [-0.725074, -5.349016, -2.489007], [-0.571284, -6.333565, -1.668284], [0.141566, -5.809965, -0.623522], [0.433161, -4.517360, -0.770108], [1.277176, -3.483979, 0.253612], [-0.123558, -4.212875, -1.973375], [-0.053050, -2.937852, -2.526609], [-1.764110, -6.400499, -3.977373], [-0.772794, -5.070186, -4.600142], [-2.301533, -4.724705, -3.777577], [0.400870, -6.394938, 0.153153], [-0.989706, -2.571956, -2.684054], [0.457541, -2.963724, -3.407268], [-2.412450, 2.584145, 7.410325], [-1.850205, 1.990226, 6.150021], [-2.599718, 1.134552, 5.359479], [-2.101790, 0.577032, 4.184563], [-2.980789, -0.403901, 3.452693], [-0.808422, 0.928339, 3.780822], [0.131078, 0.024391, 2.083551], [-0.222615, -0.918641, -0.035254], [-1.362393, -0.366373, -0.012421], [-1.650257, 0.288867, 1.132817], [-2.436332, -0.359842, -1.032683], [-3.771919, -0.331847, -0.640520], [-4.776858, -0.368362, -1.595396], [-4.457180, -0.411072, -2.945031], [-3.125716, -0.408562, -3.341794], [-2.119342, -0.386393, -2.388773], [1.067109, 1.659030, 1.160107], [0.468166, 2.914892, 1.040711], [-0.834441, 3.317401, 1.680466], [1.181860, 3.896334, 0.353248], [2.434466, 3.668874, -0.192927], [3.182497, 4.757329, -0.908352], [2.993482, 2.401477, -0.052999], [2.332188, 1.385764, 0.617877], [3.016979, 0.048891, 0.760320], [0.004647, 1.722841, 4.606124], [1.455505, 2.014658, 4.313042], [-0.540576, 2.251085, 5.767787], [-3.445990, 2.280043, 7.565210], [-2.380457, 3.673790, 7.372213], [-1.831732, 2.271394, 8.279177], [-3.604322, 0.872150, 5.671771], [-3.740877, -0.791686, 4.128756], [-2.415631, -1.258679, 3.071705], [-3.479007, 0.060561, 2.605294], [-4.019907, -0.288349, 0.410787], [-5.812785, -0.354870, -1.284274], [-5.243854, -0.429364, -3.687438], [-2.868865, -0.404251, -4.393390], [-1.083923, -0.330492, -2.698265], [-1.587756, 2.534492, 1.645629], [-1.229821, 4.200318, 1.181985], [-0.672532, 3.575318, 2.730421], [0.739379, 4.881835, 0.265146], [2.642203, 5.701450, -0.872062], [3.338488, 4.494213, -1.954469], [4.166194, 4.908096, -0.462301], [3.974562, 2.202491, -0.469856], [3.965954, 0.050707, 0.228047], [2.426447, -0.787396, 0.353824], [3.228394, -0.192171, 1.804194], [2.001408, 1.128117, 3.973182], [1.954419, 2.356239, 5.218254], [1.577417, 2.784949, 3.551276], [0.084539, 2.870796, 6.401751]], "forces_ev_per_angstrom": [[-0.2, -0.3, 0.1], [0.0, 0.0, 0.1], [0.0, 0.0, 0.0], [0.0, 0.0, 0.0], [0.0, 0.0, 0.0], [0.2, 0.0, 0.1], [0.0, 0.1, -0.1], [0.0, 0.0, -0.1], [-0.1, -0.1, 0.0], [0.0, 0.0, 0.0], [0.0, 0.0, 0.0], [0.1, 0.0, 0.0], [0.0, 0.0, 0.0], [0.0, 0.0, 0.0], [0.0, 0.0, 0.0], [0.0, 0.0, 0.0], [0.0, 0.0, 0.0], [0.0, 0.0, 0.0], [0.0, 0.0, 0.0], [0.0, 0.0, 0.0], [0.0, 0.0, 0.0], [0.0, 0.0, 0.0], [0.0, 0.0, 0.0], [0.0, 0.0, -0.1], [0.0, 0.0, 0.0], [0.0, 0.0, 0.0], [0.0, 0.0, 0.0], [0.0, 0.0, 0.0], [0.0, 0.0, 0.0], [-0.1, 0.0, 0.0], [0.0, 0.0, 0.0], [0.0, 0.0, 0.0], [0.0, 0.0, 0.0], [0.1, 0.0, 0.0], [0.0, -0.1, 0.1], [0.1, 0.0, 0.1], [-0.3, 0.0, 0.1], [0.0, 0.6, -0.1], [0.2, -0.3, -0.1], [0.2, -0.1, 0.0], [-0.1, 0.0, 0.0], [0.0, 0.0, 0.0], [0.0, 0.0, 0.0], [0.0, 0.0, 0.0], [0.0, 0.0, 0.0], [0.1, 0.1, -0.1], [0.0, -0.2, -0.1], [0.0, 0.1, 0.1], [0.0, 0.0, 0.0], [0.0, 0.0, 0.0], [0.0, 0.0, 0.0], [0.0, 0.0, 0.0], [0.0, 0.0, 0.0], [0.1, 0.0, 0.0], [0.0, 0.1, 0.0], [-0.1, 0.0, 0.0], [0.0, 0.0, 0.0], [0.0, 0.0, 0.0], [0.0, 0.0, 0.0], [0.0, 0.0, 0.0], [0.0, 0.0, 0.0], [0.0, 0.0, 0.0], [0.0, 0.0, 0.0], [0.0, 0.0, 0.0], [0.0, 0.0, 0.0], [0.0, 0.0, 0.0], [0.0, 0.0, 0.0], [0.0, 0.0, 0.0], [0.0, 0.0, 0.0], [-0.1, 0.0, 0.1], [0.0, 0.0, 0.0], [0.0, 0.0, 0.0], [0.0, 0.0, 0.0], [0.0, 0.0, 0.0], [0.0, 0.0, 0.0], [0.0, 0.0, 0.0], [0.0, 0.0, 0.0], [0.0, 0.0, 0.0], [0.0, 0.0, 0.0], [0.1, 0.1, 0.2], [0.0, 0.0, 0.0], [0.0, 0.0, 0.0], [0.0, 0.0, 0.0], [0.0, 0.0, 0.0], [0.0, 0.0, 0.0]], "lowdin_spin": [0.96, 0.00, 0.00, 0.00, 0.00, 0.00, 0.00, 0.00, 0.00, 0.00, 0.00, 0.00, 0.00, 0.00, 0.00, 0.00, 0.00, 0.00, 0.00, 0.00, 0.00, -0.01, 0.00, 0.04, 0.00, 0.00, 0.00, 0.00, 0.00, 0.00, 0.00, 0.00, 0.00, 0.00, 0.00, 0.00, 0.00, -0.02, 0.00, 0.00, 0.00, 0.00, 0.00, 0.00, 0.00, 0.00, 0.00, 0.00, 0.00, 0.00, 0.00, 0.00, 0.00, 0.00, 0.02, 0.00, 0.00, 0.00, 0.00, 0.00, 0.00, 0.00, 0.00, 0.00, 0.00, 0.00, 0.00, 0.00, 0.00, 0.00, 0.00, 0.00, 0.00, 0.00, 0.00, 0.00, 0.00, 0.00, 0.00, 0.01, 0.00, 0.00, 0.00, 0.00, 0.00]}